Record 1
Formula: C14H16N2O
Source: the Open Molecules 2025 dataset
Level of theory: the ωB97M-V functional and the def2-TZVPD basis

Structure (XYZ):
```
33
C14H16N2O, DFT the ωB97M-V functional and the def2-TZVPD basis
O -2.258 -2.006 -0.725
C -2.061 -1.264 0.216
C -1.178 -1.629 1.398
C 0.050 -0.725 1.538
C 1.000 -0.818 0.386
C 0.887 -1.547 -0.761
N 1.989 -1.351 -1.551
C 2.841 -0.490 -0.928
C 4.076 0.009 -1.321
C 4.718 0.877 -0.463
C 4.148 1.243 0.759
C 2.923 0.753 1.154
C 2.250 -0.127 0.307
N -2.632 -0.043 0.316
C -3.477 0.504 -0.693
C -4.609 1.405 -0.305
C -3.406 1.966 -1.011
H -1.778 -1.568 2.310
H -0.856 -2.662 1.266
H -0.260 0.320 1.657
H 0.582 -1.002 2.454
H 0.095 -2.191 -1.088
H 2.136 -1.775 -2.451
H 4.516 -0.275 -2.266
H 5.680 1.283 -0.738
H 4.685 1.924 1.402
H 2.492 1.041 2.102
H -2.435 0.539 1.115
H -3.615 -0.209 -1.495
H -5.538 1.326 -0.847
H -4.735 1.640 0.741
H -3.507 2.274 -2.040
H -2.724 2.578 -0.440
```

Output
Maximum force, eV Å⁻¹: 0.60
Energy, a.u.: -727.83505
LUMO energy, eV: 0.788
M, Da: 228.3
HOMO-LUMO gap, eV: 8.61
HOMO energy, eV: -7.82
Spin multiplicity: 1
SMILES string: O=C(CCc1c[nH]c2ccccc12)NC1CC1
Energy relative to the best compared isomer or geometry (same formula, charge and spin), eV: 0.000

natural (NBO) population analysis, charges in e, atoms 1 to 2: number 1, O, carries -0.6394; number 2, C, carries 0.6891


Record 2
Formula: C38H32BrN8O2P2Rb
Source: the Open Molecules 2025 dataset
Level of theory: the ωB97M-V functional and the def2-TZVPD basis

Structure (XYZ):
```
84
C38H32BrN8O2P2Rb, DFT the ωB97M-V functional and the def2-TZVPD basis
Rb 1.613 0.176 -1.539
N -1.554 0.142 -3.430
C -0.873 -0.796 -4.108
N -1.144 -0.961 -5.402
C -0.427 -1.913 -5.994
N -0.649 -2.132 -7.305
N 0.492 -2.694 -5.398
C 0.664 -2.433 -4.111
N 0.032 -1.507 -3.408
C 1.654 -3.285 -3.376
C 1.965 -4.551 -3.855
C 2.835 -5.341 -3.121
C 3.370 -4.835 -1.948
C 3.017 -3.550 -1.564
N 2.179 -2.785 -2.256
H -2.229 0.705 -3.913
H -1.421 0.233 -2.434
H -1.250 -1.506 -7.807
H -0.054 -2.774 -7.794
H 1.519 -4.893 -4.777
H 3.087 -6.337 -3.459
H 4.048 -5.417 -1.340
H 3.423 -3.116 -0.656
N -0.177 -0.275 1.846
P -1.192 0.030 0.502
C -1.990 1.639 0.861
C -2.079 2.181 2.137
C -2.680 3.414 2.336
C -3.205 4.116 1.260
C -3.113 3.588 -0.019
C -2.499 2.359 -0.214
C -2.575 -1.098 0.944
C -3.075 -1.253 2.238
C -4.139 -2.102 2.489
C -4.734 -2.804 1.445
C -4.254 -2.653 0.155
C -3.178 -1.808 -0.090
P 1.535 -0.127 1.870
C 1.869 -1.576 2.953
C 1.446 -2.829 2.499
C 1.716 -3.977 3.225
C 2.429 -3.894 4.415
C 2.863 -2.660 4.870
C 2.583 -1.506 4.146
C 1.850 1.259 3.011
C 1.034 1.536 4.102
C 1.297 2.626 4.916
C 2.385 3.446 4.646
C 3.205 3.174 3.563
C 2.933 2.087 2.745
H -0.573 -0.835 2.587
H -1.640 1.657 2.976
H -2.724 3.837 3.332
H -3.665 5.084 1.415
H -3.498 4.142 -0.866
H -2.391 1.971 -1.223
H -2.651 -0.689 3.061
H -4.516 -2.212 3.498
H -5.568 -3.464 1.643
H -4.710 -3.197 -0.662
H -2.790 -1.711 -1.098
H 0.892 -2.900 1.568
H 1.372 -4.939 2.864
H 2.642 -4.790 4.984
H 3.417 -2.588 5.797
H 2.920 -0.546 4.515
H 0.182 0.900 4.315
H 0.650 2.843 5.757
H 2.583 4.306 5.273
H 4.040 3.825 3.336
H 3.544 1.899 1.871
Br 1.235 2.187 -4.987
C 0.646 3.399 -3.619
C 0.058 4.593 -3.989
C -0.316 5.439 -2.952
C -0.087 5.058 -1.642
C 0.490 3.819 -1.390
N 0.852 3.001 -2.388
C 0.708 3.342 0.063
O 0.681 4.221 0.923
O 0.872 2.098 0.186
H -0.092 4.848 -5.027
H -0.779 6.392 -3.177
H -0.340 5.680 -0.796
```

Output
Maximum force, eV Å⁻¹: 0.27
Energy, a.u.: -5336.79286
LUMO energy, eV: -0.028
M, Da: 860.0
HOMO-LUMO gap, eV: 7.87
HOMO energy, eV: -7.90
Spin multiplicity: 1
Energy relative to the best compared isomer or geometry (same formula, charge and spin), eV: 0.255

Löwdin population analysis, charges in e, atoms 1 to 2: number 1, Rb, carries 0.6809; number 2, N, carries 0.1838


Record 3
Formula: C23H16FeO5P
Source: the Open Molecules 2025 dataset
Level of theory: the ωB97M-V functional and the def2-TZVPD basis

Structure (XYZ):
```
46
C23H16FeO5P, DFT the ωB97M-V functional and the def2-TZVPD basis
O 1.018 0.187 -7.082
C 0.378 -0.012 -6.152
Fe -0.873 -1.787 -2.159
O -2.044 0.147 -4.033
C -1.524 -0.499 -3.209
C -2.231 -1.853 -0.949
O -3.095 -1.717 -0.203
C 0.268 -2.957 -1.426
O 0.894 -3.759 -0.884
C -1.484 -3.108 -3.118
O -1.850 -4.030 -3.736
H 0.427 -1.715 -2.978
C 3.299 3.000 1.298
C 3.471 2.465 0.017
C 2.486 1.640 -0.535
C 1.338 1.351 0.218
C 1.178 1.889 1.504
C 2.156 2.716 2.052
P 0.163 0.049 -0.343
C 0.649 -1.107 1.051
C -0.283 -1.845 1.783
C 0.155 -2.757 2.746
C 1.521 -2.981 2.932
C 2.459 -2.309 2.142
C 2.017 -1.395 1.187
C -1.387 0.993 0.036
C -1.965 0.939 1.304
C -3.130 1.663 1.561
C -3.713 2.430 0.555
C -3.133 2.491 -0.714
C -1.958 1.781 -0.970
H 4.056 3.655 1.722
H 4.369 2.682 -0.560
H 2.582 1.178 -1.519
H 0.297 1.601 2.076
H 2.006 3.117 3.058
H -1.346 -1.691 1.592
H -0.589 -3.289 3.337
H 1.866 -3.692 3.681
H 3.531 -2.479 2.254
H 2.728 -0.882 0.537
H -1.471 0.353 2.079
H -3.559 1.616 2.557
H -4.625 2.989 0.748
H -3.579 3.085 -1.512
H -1.474 1.846 -1.946
```

Output
Maximum force, eV Å⁻¹: 10.29
Energy, a.u.: -2866.40320
⟨S²⟩: 8.8356
LUMO energy (spin up / spin down), eV: -6.282 / -10.782
M, Da: 459.2
HOMO-LUMO gap (spin up / spin down), eV: 4.77 / 4.39
HOMO energy (spin up / spin down), eV: -11.05 / -15.18
Spin multiplicity: 6
Charge: +2
Energy relative to the best compared isomer or geometry (same formula, charge and spin), eV: 0.971

natural (NBO) population analysis, charges in e, atoms 1 to 2: number 1, O, carries -0.4586; number 2, C, carries 0.4648


Record 4
Formula: C6H11N
Source: the Open Molecules 2025 dataset
Level of theory: the ωB97M-V functional and the def2-TZVPD basis

Structure (XYZ):
```
18
C6H11N, DFT the ωB97M-V functional and the def2-TZVPD basis
C 0.128 -2.397 -0.730
C 0.764 -1.242 -0.723
C 0.104 0.069 -0.913
C 0.533 0.941 -1.815
C -1.072 0.395 -0.002
C -0.608 0.511 1.452
N 0.503 1.478 1.569
H 0.659 -3.313 -0.522
H -0.937 -2.445 -0.909
H 1.838 -1.191 -0.579
H 0.001 1.835 -2.103
H 1.423 0.729 -2.397
H -1.474 1.364 -0.290
H -1.784 -0.421 -0.122
H -1.431 0.905 2.052
H -0.288 -0.451 1.845
H 1.353 1.053 1.918
H 0.290 2.180 2.268
```

Output
Maximum force, eV Å⁻¹: 1.06
Energy, a.u.: -289.91452
LUMO energy, eV: 1.094
M, Da: 97.2
HOMO-LUMO gap, eV: 9.96
HOMO energy, eV: -8.86
Spin multiplicity: 1
SMILES string: C=CC(=C)CCN
Energy relative to the best compared isomer or geometry (same formula, charge and spin), eV: 1.555

natural (NBO) population analysis, charges in e, atoms 1 to 2: number 1, C, carries -0.3887; number 2, C, carries -0.2135


Record 5
Formula: C2H2O3
Source: the Open Molecules 2025 dataset
Level of theory: the ωB97M-V functional and the def2-TZVPD basis

Structure (XYZ):
```
7
C2H2O3, DFT the ωB97M-V functional and the def2-TZVPD basis
C 0.472 0.807 0.573
C -0.544 -0.815 -0.477
O -0.487 -0.020 0.796
O 0.011 -1.852 -0.589
O 1.077 0.804 -0.462
H 0.506 1.419 1.421
H -1.034 -0.344 -1.262
```

Output
Maximum force, eV Å⁻¹: 9.38
Energy, a.u.: -302.92222
⟨S²⟩: 2.0061
LUMO energy (spin up / spin down), eV: 0.917 / -3.741
M, Da: 74.0
HOMO-LUMO gap (spin up / spin down), eV: 7.49 / 7.54
HOMO energy (spin up / spin down), eV: -6.57 / -11.28
Spin multiplicity: 3
Energy relative to the best compared isomer or geometry (same formula, charge and spin), eV: 2.163

natural (NBO) population analysis, charges in e, atoms 1 to 2: number 1, C, carries 0.6308; number 2, C, carries 0.1782


Record 6
Formula: C4H10N2O
Source: the Open Molecules 2025 dataset
Level of theory: the ωB97M-V functional and the def2-TZVPD basis

Structure (XYZ):
```
17
C4H10N2O, DFT the ωB97M-V functional and the def2-TZVPD basis
H -2.787 0.544 -1.604
N -2.635 -0.423 -1.889
C -1.392 -0.521 -2.236
N -0.843 -1.670 -2.716
H -0.632 0.301 -2.305
H -1.411 -2.531 -2.701
H 0.183 -1.837 -2.727
C -0.380 1.050 1.168
C 0.650 0.092 1.687
C 1.917 0.525 1.948
O 3.011 -0.300 2.017
H -1.031 1.520 2.016
H 0.052 1.884 0.593
H -1.029 0.555 0.545
H 0.496 -0.994 1.718
H 2.074 1.636 2.078
H 3.758 0.168 2.407
```

Output
Maximum force, eV Å⁻¹: 3.57
Energy, a.u.: -343.10465
LUMO energy, eV: 0.769
M, Da: 102.1
HOMO-LUMO gap, eV: 9.27
HOMO energy, eV: -8.50
Spin multiplicity: 1
SMILES string: [H]/N=C/N.C/C=C/O
Energy relative to the best compared isomer or geometry (same formula, charge and spin), eV: 2.634

natural (NBO) population analysis, charges in e, atoms 1 to 2: number 1, H, carries 0.3384; number 2, N, carries -0.7269


Record 7
Formula: C17H28IrN7Se4Te
Source: the Open Molecules 2025 dataset
Level of theory: the ωB97M-V functional and the def2-TZVPD basis

Structure (XYZ):
```
58
C17H28IrN7Se4Te, DFT the ωB97M-V functional and the def2-TZVPD basis
Ir 0.801 -1.339 -0.551
Se -0.895 -2.476 -1.781
Se -0.050 -3.973 -3.277
Te 2.359 -3.409 -3.660
Se 2.846 -2.179 -1.572
N -5.340 2.415 -1.894
C -4.284 2.306 -0.834
C -3.698 0.895 -0.951
N -3.424 0.620 -2.351
H -5.562 3.376 -2.147
H -6.204 1.939 -1.636
H -4.905 1.902 -2.695
H -4.714 2.521 0.140
H -3.524 3.052 -1.066
H -4.414 0.159 -0.580
H -2.823 0.838 -0.298
H -2.511 0.904 -2.682
H -3.668 -0.307 -2.659
C -0.374 -4.031 3.290
C 0.342 -4.621 2.258
C 0.662 -3.897 1.115
C 0.284 -2.560 1.002
C -0.452 -1.977 2.037
C -0.780 -2.710 3.173
H -0.626 -4.602 4.173
H 0.650 -5.656 2.337
H 1.216 -4.377 0.318
H -0.784 -0.945 1.958
H -1.358 -2.247 3.964
Se -1.033 3.002 1.019
N -1.271 3.605 -0.660
C -0.737 2.698 -1.480
C -0.691 2.785 -2.880
C -0.122 1.732 -3.595
C 0.376 0.627 -2.935
N 0.363 0.512 -1.585
C -0.173 1.516 -0.846
N -0.217 1.467 0.478
H -1.076 3.666 -3.375
H -0.059 1.768 -4.673
H 0.811 -0.203 -3.477
N 4.272 0.914 2.338
C 3.526 1.723 1.310
C 2.920 0.791 0.278
N 2.018 -0.200 0.894
C 2.752 -0.991 1.897
C 3.376 -0.120 2.971
H 4.664 1.528 3.055
H 5.065 0.447 1.891
H 4.226 2.424 0.859
H 2.757 2.280 1.846
H 3.700 0.255 -0.269
H 2.366 1.383 -0.446
H 1.234 0.322 1.310
H 3.514 -1.579 1.376
H 2.074 -1.695 2.374
H 3.975 -0.707 3.664
H 2.620 0.431 3.531
```

Output
Maximum force, eV Å⁻¹: 0.58
Energy, a.u.: -11025.42415
⟨S²⟩: 6.0500
LUMO energy (spin up / spin down), eV: -5.031 / -6.800
M, Da: 966.1
HOMO-LUMO gap (spin up / spin down), eV: 5.96 / 5.83
HOMO energy (spin up / spin down), eV: -11.00 / -12.63
Spin multiplicity: 5
Charge: +2
Energy relative to the best compared isomer or geometry (same formula, charge and spin), eV: 0.178

natural (NBO) population analysis, charges in e, atoms 1 to 2: number 1, Ir, carries 0.6933; number 2, Se, carries 0.0580


Record 8
Formula: C29H26Cl3N7STc
Source: the Open Molecules 2025 dataset
Level of theory: the ωB97M-V functional and the def2-TZVPD basis

Structure (XYZ):
```
67
C29H26Cl3N7STc, DFT the ωB97M-V functional and the def2-TZVPD basis
Tc -1.282 -0.246 -0.267
C 1.295 -5.128 1.934
C 0.104 -5.455 1.047
N -0.939 -4.425 1.110
C -0.849 -3.274 0.452
S -2.294 -2.140 0.686
N 0.130 -2.943 -0.305
N -0.067 -1.743 -0.979
C 0.477 -1.625 -2.147
C 1.400 -2.616 -2.767
C 0.015 -0.446 -2.883
C 0.460 -0.120 -4.154
C -0.114 0.953 -4.815
C -1.123 1.669 -4.190
C -1.512 1.303 -2.916
N -0.959 0.271 -2.267
H 2.042 -5.916 1.851
H 0.994 -5.057 2.979
H 1.756 -4.189 1.630
H -0.363 -6.392 1.344
H 0.409 -5.547 0.004
H -1.743 -4.576 1.697
H 1.676 -3.383 -2.052
H 2.301 -2.111 -3.120
H 0.927 -3.088 -3.630
H 1.237 -0.707 -4.622
H 0.215 1.220 -5.810
H -1.603 2.506 -4.677
H -2.281 1.846 -2.385
N 0.416 1.046 0.272
C 1.391 1.343 -0.740
C 2.455 0.531 -0.996
C 3.343 0.844 -2.052
C 3.142 1.952 -2.824
C 2.056 2.823 -2.554
C 1.807 4.011 -3.280
C 0.755 4.804 -2.924
C -0.057 4.414 -1.837
N 0.127 3.317 -1.147
C 1.177 2.525 -1.495
H 0.025 1.932 0.595
H 0.848 0.579 1.065
H 2.625 -0.355 -0.394
H 4.190 0.199 -2.238
H 3.822 2.192 -3.631
H 2.460 4.283 -4.100
H 0.543 5.726 -3.446
H -0.885 5.046 -1.532
C -1.487 -1.063 1.797
C -1.162 -0.874 2.972
C -0.796 -0.542 4.283
C -1.679 0.207 5.082
C -1.326 0.514 6.379
C -0.103 0.082 6.884
C 0.778 -0.659 6.100
C 0.438 -0.976 4.803
H -2.627 0.528 4.671
H -1.998 1.086 7.004
H 0.168 0.325 7.903
H 1.722 -0.988 6.511
H 1.104 -1.558 4.180
Cl -5.473 2.735 1.787
C -4.185 3.319 0.737
Cl -4.835 3.887 -0.805
Cl -3.247 4.589 1.528
C -3.275 2.203 0.456
N -2.565 1.332 0.236
```

Output
Maximum force, eV Å⁻¹: 0.20
Energy, a.u.: -3363.00453
⟨S²⟩: 0.7565
LUMO energy (spin up / spin down), eV: -6.754 / -6.705
M, Da: 709.0
HOMO-LUMO gap (spin up / spin down), eV: 6.53 / 6.42
HOMO energy (spin up / spin down), eV: -13.28 / -13.12
Spin multiplicity: 2
Charge: +2
Energy relative to the best compared isomer or geometry (same formula, charge and spin), eV: 0.600

natural (NBO) population analysis, charges in e, atoms 1 to 2: number 1, Tc, carries 0.5185; number 2, C, carries -0.6211